C26H34N4O2ScSi2Te as an isolated structure at a distorted geometry, computed with ωB97M-V/def2-TZVPD.

Structure (XYZ):
```
70
Properties=species:S:1:pos:R:3:forces:R:3
Sc 1.424438 -0.947960 0.280507 0.33 -0.27 0.04
O 2.344374 -4.278606 -2.142367 -0.32 0.43 0.08
C 1.815517 -3.291427 -1.660327 -0.01 -0.07 -0.63
N 1.688215 -2.945383 -0.360715 0.06 0.77 0.78
C 2.241754 -3.814630 0.612625 0.53 -0.08 0.89
C 2.356971 -5.196062 0.475832 -0.13 0.12 -0.06
C 2.949227 -5.942322 1.480512 -0.02 0.05 0.14
C 3.423829 -5.325879 2.628857 -0.08 -0.07 -0.11
C 3.318645 -3.954394 2.785043 -0.19 0.16 -0.09
C 2.727165 -3.185752 1.784371 -0.02 -0.96 -0.52
N 2.563953 -1.783401 1.844344 -0.51 -0.06 -0.96
C 3.489203 -1.054934 2.507430 0.34 0.35 0.32
O 4.526328 -1.428364 3.027752 -0.43 0.30 -0.12
C 3.086022 0.400874 2.592135 0.21 0.21 0.29
C 3.701284 1.195505 3.553560 -0.02 -0.12 -0.25
C 3.305191 2.509826 3.706230 -0.17 -0.16 -0.17
C 2.282762 2.975903 2.891851 0.00 -0.14 -0.01
C 1.725894 2.121349 1.959315 -0.10 0.17 -0.14
N 2.112953 0.851945 1.777930 0.23 -0.41 0.12
C 1.200495 -2.266824 -2.587396 0.06 -0.11 -0.38
C 0.838454 -2.688219 -3.862712 0.01 0.06 0.12
C 0.274623 -1.785049 -4.742034 0.03 0.14 0.27
C 0.111551 -0.475253 -4.310687 0.08 -0.06 0.12
C 0.499598 -0.136042 -3.028369 0.01 0.16 -0.06
N 1.038633 -1.001686 -2.155822 0.08 -0.46 0.20
H 2.007150 -5.680203 -0.422915 0.01 0.02 0.09
H 3.039283 -7.012366 1.359092 0.01 -0.03 0.01
H 3.883815 -5.913747 3.408605 0.05 -0.04 0.05
H 3.705165 -3.477051 3.670693 -0.01 -0.02 0.01
H 4.480097 0.748087 4.149962 0.06 -0.05 0.04
H 3.764279 3.145847 4.446512 0.05 0.07 0.06
H 1.913056 3.984893 2.976545 -0.06 0.09 -0.01
H 0.929930 2.478722 1.326068 -0.01 -0.04 -0.08
H 1.004935 -3.722245 -4.124441 0.06 -0.02 0.03
H -0.038944 -2.084722 -5.730419 0.02 -0.03 -0.08
H -0.309171 0.274493 -4.960135 -0.07 0.13 -0.02
H 0.366802 0.879837 -2.684163 0.03 -0.03 -0.04
C 1.570022 2.494422 -1.271799 -0.54 -0.01 0.07
Si -0.163717 3.331460 -1.199118 -0.18 0.12 -0.09
C -1.078837 3.303365 -2.870381 0.44 -0.02 0.58
C 0.026533 5.126590 -0.610269 -0.11 -0.73 -0.21
C -1.317409 2.386352 0.012935 0.67 -0.09 -0.31
Te -1.367310 0.214955 -0.202323 -0.70 0.83 0.59
C -2.900869 0.083065 1.326753 -0.43 0.00 -0.54
Si -4.645199 0.155431 0.492650 -0.20 -0.14 -0.16
C -4.674430 -1.312542 -0.721728 0.04 0.61 0.48
C -4.875709 1.788353 -0.469104 0.22 -0.64 0.44
C -5.970308 0.007815 1.849709 0.60 0.03 -0.49
H 1.926715 2.432941 -2.295354 0.02 -0.08 -0.20
H 1.586729 1.470944 -0.847560 -0.02 0.42 -0.20
H 2.308726 3.079694 -0.733314 0.05 0.08 0.22
H -0.436942 3.585062 -3.699355 0.17 0.03 -0.13
H -1.890222 4.026471 -2.841822 -0.14 0.10 0.07
H -1.518572 2.333780 -3.093834 -0.03 -0.17 0.00
H 0.571557 5.695613 -1.355604 0.15 0.12 -0.19
H 0.561191 5.225483 0.328765 0.12 -0.09 0.19
H -0.943304 5.598662 -0.490992 -0.22 0.05 0.01
H -2.336422 2.714862 -0.168065 -0.19 -0.12 -0.13
H -1.107719 2.603361 1.057059 0.07 -0.12 0.12
H -2.743727 0.892948 2.035754 0.22 0.04 0.00
H -2.785560 -0.864061 1.846792 0.07 -0.12 0.04
H -3.911106 -1.195801 -1.488617 0.06 0.04 -0.10
H -5.632190 -1.400441 -1.222883 -0.21 0.02 -0.07
H -4.485488 -2.248826 -0.206351 0.02 -0.20 0.15
H -4.135311 1.898382 -1.257726 0.10 -0.01 -0.16
H -4.817827 2.655711 0.181998 0.03 0.14 0.15
H -5.854776 1.805659 -0.938735 -0.17 -0.07 -0.07
H -5.852173 -0.899001 2.435484 0.05 -0.18 0.05
H -6.961307 -0.013267 1.405925 -0.15 0.00 -0.13
H -5.938514 0.847802 2.537840 0.05 0.17 0.07
```
Positions in Å, forces in eV/Å.

The net charge is +1. The gap between HOMO and LUMO comes out at 6.4 eV. Its calculated total energy is -2988.37047 Eh. The molar mass comes out at 663.31 g/mol. As for the relative energy (zero: lowest compared OMol25 entry of this formula, charge and spin): 1.320 eV. The LUMO energy is -3.719 eV.